No. 1
DFT (ωB97M-V with the def2-TZVPD basis set) results for a structure of composition C21H28BLaN5O2S at a distorted geometry.

Cartesian coordinates (Å):
C: 1.9493 -4.3069 1.9900
C: 1.9577 -2.7701 1.7506
C: 3.3329 -2.0988 1.8183
N: 0.8755 -2.0654 1.5442
C: 0.8874 -1.3357 0.3511
C: 0.5911 -2.0968 -0.8486
C: 0.5951 -1.3679 -2.1774
N: 0.3242 -1.9659 -3.3954
S: 0.4848 -0.6476 -4.3850
N: 0.8696 0.4889 -3.3614
C: 0.9166 0.0023 -2.1152
C: 1.2340 0.7500 -0.8977
B: 1.6215 2.3283 -1.0346
O: 1.4284 3.1715 0.0544
N: 2.0989 2.8924 -2.2583
C: 2.7139 4.2265 -1.9540
C: 3.1877 2.0860 -2.8971
C: 1.1991 0.0524 0.3216
C: 1.5119 0.7150 1.6520
C: 0.3070 1.4599 2.2718
C: -1.0307 0.6811 2.2066
N: -2.0272 1.5160 1.5120
C: -3.3820 0.9895 1.6729
C: -3.8557 0.2268 0.4386
C: -3.1398 0.2288 -0.7350
C: -3.6083 -0.5062 -1.8133
C: -4.8103 -1.2289 -1.7381
C: -5.5255 -1.2343 -0.5770
C: -5.0576 -0.4920 0.5208
O: -5.7482 -0.4792 1.6779
H: 1.8976 -4.7893 0.9842
H: 1.1229 -4.6273 2.6327
H: 2.9246 -4.5663 2.4107
H: 3.6131 -1.6150 0.8702
H: 3.3735 -1.3748 2.6411
H: 4.0695 -2.8770 2.0496
H: 0.3297 -3.2076 -0.8629
H: 2.2019 3.1038 0.6303
H: 3.2366 4.6108 -2.8393
H: 1.9600 4.9737 -1.6984
H: 3.4694 4.1673 -1.1584
H: 3.3672 1.1069 -2.4321
H: 4.1286 2.6396 -2.9532
H: 2.9010 1.8879 -3.9411
H: 1.8066 -0.0624 2.3662
H: 2.3846 1.3696 1.5590
H: 0.5391 1.6230 3.3342
H: 0.1481 2.4553 1.8501
H: -1.4105 0.4905 3.2278
H: -0.9378 -0.3062 1.7294
H: -2.0214 2.3898 2.0339
H: -4.1130 1.7852 1.8800
H: -3.4629 0.2828 2.5208
H: -2.2120 0.7941 -0.7999
H: -3.0815 -0.5307 -2.7660
H: -5.1911 -1.8011 -2.5802
H: -6.4488 -1.8017 -0.4667
H: -6.1610 -1.3504 1.7818
La: 1.6645 -3.9903 -1.5983

Forces on atoms 1 to 3 (eV/Å):
0.3 1.8 0.9
-0.2 0.5 0.9
0.1 -1.3 -0.7

The value obtained for the LUMO energy is -12.63 eV. For the orbital gap, the calculation gives 2.20 eV. The value obtained for the molecular weight is 564.3 g mol⁻¹. Its charge is +3. The multiplicity is 1.

=====

No. 2
DFT (ωB97M-V with the def2-TZVPD basis set) results for a structure of composition C21H28BN9O11Sr at a distorted geometry.

Cartesian coordinates (Å):
Sr: -0.9941 1.1249 -1.8917
N: 2.6201 1.3794 -2.7704
N: 3.0575 2.6807 -2.4600
C: 2.2248 3.7231 -2.2935
N: 2.7986 4.8483 -1.8024
N: 0.9617 3.5008 -2.5906
N: 0.0834 4.5739 -2.6324
O: -1.0735 4.2454 -2.6724
O: 0.4600 5.7478 -2.6703
H: 2.0293 1.4130 -3.5968
H: 2.0299 1.0537 -2.0048
H: 3.8525 2.6771 -1.8424
H: 3.7774 4.9542 -2.0128
H: 2.2321 5.6712 -1.9478
O: -6.5341 -3.5482 -4.4792
N: -5.4269 -3.2334 -4.8988
O: -4.8906 -3.8100 -5.8302
C: -4.7159 -2.1184 -4.2715
C: -3.3969 -1.8297 -4.6600
C: -2.7068 -0.7592 -4.0899
C: -3.4350 0.1250 -3.1599
O: -2.9725 1.2717 -2.8145
C: -4.6853 -0.3566 -2.6918
C: -5.3610 -1.4320 -3.2787
N: -5.3418 0.2997 -1.5708
O: -4.6591 0.8401 -0.7208
O: -6.5672 0.2540 -1.5021
N: -1.3662 -0.7025 -4.4088
O: -0.6507 0.3528 -3.9432
O: -0.8636 -2.4780 -2.5201
H: -2.8740 -2.4620 -5.3611
H: -6.3407 -1.7202 -2.9374
C: 1.8477 -2.1727 -3.4362
C: 1.3557 -2.4289 -2.0128
C: 2.2642 -1.7906 -0.9699
C: 1.2979 -3.9356 -1.7802
N: -0.0069 -1.8289 -1.8294
H: 2.8456 -2.6076 -3.5997
H: 1.8829 -1.1090 -3.6455
H: 1.1351 -2.6130 -4.1390
H: 3.3033 -2.1287 -1.0827
H: 1.9134 -2.0404 0.0366
H: 2.2359 -0.7030 -1.0454
H: 2.2720 -4.4061 -1.9772
H: 0.5459 -4.3669 -2.4427
H: 1.0072 -4.1491 -0.7440
C: 2.4048 -1.3265 5.7712
C: 1.4687 -0.1708 6.1240
C: 2.2563 0.8437 6.9651
C: 0.3173 -0.7354 6.9686
C: 0.9076 0.5192 4.8713
C: 0.0246 1.5916 5.0187
C: -0.5303 2.2580 3.9200
C: -0.1738 1.8224 2.6639
O: -0.5694 2.2813 1.4394
B: 0.0681 1.4618 0.4007
O: 0.8787 0.5245 1.1717
C: 0.6968 0.7664 2.4997
C: 1.2487 0.1001 3.5750
H: 2.7803 -1.7832 6.6923
H: 3.2650 -0.9841 5.1899
H: 1.8903 -2.1004 5.1964
H: 2.6766 0.3607 7.8551
H: 1.6201 1.6688 7.2929
H: 3.0782 1.2660 6.3809
H: 0.7067 -1.2386 7.8615
H: -0.2615 -1.4582 6.3885
H: -0.3646 0.0538 7.2922
H: -0.2561 1.9213 6.0147
H: -1.2225 3.0826 4.0503
H: 1.9183 -0.7313 3.3912

Forces on atoms 1 to 3 (eV/Å):
0.9 -0.5 -0.2
-0.1 0.0 0.1
0.2 -0.4 0.1

The value obtained for the LUMO energy (spin up / spin down) is 3.73 / 3.73 eV. For the orbital gap (spin up / spin down), the calculation gives 4.34 / 3.51 eV. The value obtained for the molecular weight is 680.9 g mol⁻¹. Its charge is -2. The multiplicity is 1.

=====

No. 3
DFT (ωB97M-V with the def2-TZVPD basis set) results for a structure of composition C21H28Br3FeNO5Se2 at a distorted geometry.

Cartesian coordinates (Å):
Fe: 0.2842 0.3478 0.7113
O: 0.1042 3.9801 5.4476
C: 0.0589 4.3601 4.0784
C: 0.1485 3.1184 3.1818
C: 0.2639 3.6624 1.7781
O: -0.1536 2.6682 0.8651
C: -1.1241 2.2899 3.3635
Se: -2.7047 2.9252 2.4318
C: 1.3822 2.3220 3.6034
Se: 2.1455 0.9561 2.3974
H: -0.1193 4.7535 5.9809
H: 0.8912 5.0384 3.8459
H: -0.8823 4.8819 3.8594
H: 1.2965 3.9716 1.5849
H: -0.4034 4.5250 1.6679
H: -0.1356 3.0238 -0.0289
H: -1.3878 2.2797 4.4255
H: -0.9866 1.2464 3.0536
H: 1.1810 1.8667 4.5724
H: 2.1955 3.0369 3.7484
Br: -1.7162 -0.8322 -2.9643
C: -1.8414 0.9810 -2.3547
Br: -0.1314 1.8749 -2.3425
H: -2.1795 0.9677 -1.3184
H: -2.4829 1.5235 -3.0386
Br: 7.2590 -1.4866 1.1559
C: 5.8128 -0.5654 0.3231
C: 5.9616 0.7776 0.0231
C: 4.9056 1.4420 -0.5812
C: 3.7240 0.7742 -0.8563
C: 3.5944 -0.5739 -0.5560
C: 4.6527 -1.2545 0.0317
C: 2.3072 -1.3196 -0.8448
O: 2.3769 -2.5116 -1.1188
O: 1.2405 -0.6180 -0.8162
H: 6.8806 1.2929 0.2646
H: 5.0041 2.4924 -0.8165
H: 2.8861 1.2897 -1.3039
H: 4.5456 -2.3071 0.2498
C: -3.0508 -0.9651 2.2266
C: -2.6740 -0.6846 0.7748
C: -3.9069 -0.1945 0.0129
O: -1.6485 0.2372 0.6399
H: -3.8169 -1.7411 2.2787
H: -3.4401 -0.0571 2.6951
H: -2.1873 -1.2990 2.7924
H: -2.3689 -1.6447 0.3204
H: -4.1049 0.8445 0.2893
H: -4.7882 -0.7917 0.2575
H: -3.7514 -0.2514 -1.0639
C: -0.0836 -4.3627 2.7587
C: -0.1315 -4.1478 1.3933
C: 0.0802 -2.8634 0.9105
N: 0.3297 -1.8293 1.7096
C: 0.3884 -2.0440 3.0209
C: 0.1849 -3.2884 3.5924
H: -0.2449 -5.3516 3.1690
H: -0.3186 -4.9552 0.7004
H: 0.0696 -2.6503 -0.1489
H: 0.6348 -1.1760 3.6213
H: 0.2389 -3.4056 4.6655

Forces on atoms 1 to 3 (eV/Å):
-0.1 -0.6 0.9
-0.1 0.2 0.3
-0.1 0.1 -0.1

The value obtained for the LUMO energy (spin up / spin down) is 2.30 / 1.05 eV. For the orbital gap (spin up / spin down), the calculation gives 6.55 / 5.22 eV. The value obtained for the molecular weight is 827.9 g mol⁻¹. Its charge is -1. The multiplicity is 6.

=====

No. 4
DFT (ωB97M-V with the def2-TZVPD basis set) results for a structure of composition C21H28BrN4O2PtSSi at a distorted geometry.

Cartesian coordinates (Å):
Pt: 0.2828 -0.5639 -0.5026
C: -1.9900 0.2892 2.0241
O: -0.6397 0.5551 1.6760
C: 0.2422 0.8104 2.6861
C: -0.1177 0.9772 4.0152
C: 0.8666 1.2280 4.9636
Br: 0.3404 1.3983 6.7820
C: 2.1929 1.3549 4.6161
C: 2.5739 1.1963 3.2785
C: 1.5971 0.8859 2.3269
O: 1.9492 0.6209 1.0096
C: 3.9774 1.3619 2.9535
N: 4.8892 1.5587 3.8709
C: 6.0815 1.6619 3.2238
C: 7.3690 1.8710 3.7161
C: 8.4059 1.8744 2.8099
C: 8.1912 1.6978 1.4379
C: 6.9214 1.5273 0.9228
C: 5.8745 1.5122 1.8298
N: 4.5228 1.3237 1.6850
H: -2.0599 -0.5664 2.7031
H: -2.4982 0.0531 1.0891
H: -2.4578 1.1654 2.4826
H: -1.1413 0.8964 4.3393
H: 2.9581 1.5573 5.3470
H: 2.6196 -0.0810 1.0079
H: 7.5324 2.0242 4.7689
H: 9.4164 2.0122 3.1616
H: 9.0393 1.6991 0.7683
H: 6.7565 1.4030 -0.1368
H: 4.0285 1.3522 0.8086
C: -1.2978 -3.7802 0.3190
Si: 0.3140 -2.7350 0.3796
C: 1.6288 -3.5961 -0.7307
C: 0.9667 -2.7042 2.2058
H: -1.0432 -4.8127 0.5426
H: -1.7504 -3.7628 -0.6672
H: -2.0433 -3.4593 1.0390
H: 1.7822 -4.6083 -0.3765
H: 2.5888 -3.0928 -0.7242
H: 1.2932 -3.6516 -1.7593
H: 1.1189 -3.7285 2.5318
H: 0.2635 -2.2435 2.8923
H: 1.9168 -2.1882 2.3091
S: 1.1637 -0.0041 -2.6109
C: 0.6546 1.6121 -2.8701
N: 1.4682 2.6199 -2.5544
C: 1.1545 4.0103 -2.8275
C: -0.3600 4.1803 -2.8086
C: -0.9566 3.1967 -3.8091
N: -0.5110 1.8584 -3.4651
H: 2.3684 2.3836 -2.1677
H: 1.5517 4.2927 -3.8085
H: 1.6330 4.6347 -2.0721
H: -0.6367 5.2011 -3.0635
H: -0.7411 3.9622 -1.8101
H: -0.6294 3.4475 -4.8242
H: -2.0466 3.2199 -3.7850
H: -1.0812 1.0661 -3.7189

Forces on atoms 1 to 3 (eV/Å):
-0.7 0.7 1.0
-0.5 -0.1 0.1
0.4 -0.5 -0.6

The value obtained for the LUMO energy is -4.42 eV. For the orbital gap, the calculation gives 5.94 eV. The value obtained for the molecular weight is 703.6 g mol⁻¹. Its charge is +1. The multiplicity is 1.

=====

We obtain energy values of -46113.8024, -59667.5063, -409168.9033, -124283.8888 eV for the records listed above, in that order.